DFT (ωB97M-V/def2-TZVPD) results for C24H33BrCaN5O6 as an isolated structure at a distorted geometry.

## Properties
energy above the lowest of the compared OMol25 structures with the same formula, charge and spin	26.8	kcal/mol
charge	+1
lowest unoccupied orbital energy	-2.114	eV
E_HOMO	-10.665	eV
orbital gap	0.3143	hartree

Structure (XYZ):
```
70
Properties=species:S:1:pos:R:3:forces:R:3:lowdin_charge:R:1
Ca -0.2339 0.2161 0.6963 0.84 -2.07 0.72 1.455
C 2.4847 -0.6985 2.1285 0.05 -0.15 0.10 -0.093
C 1.8487 -0.6582 3.3634 -0.01 -0.05 0.00 -0.080
C 0.9349 -1.6458 3.7113 0.01 0.01 -0.01 -0.072
C 0.6534 -2.6758 2.8242 0.03 0.02 -0.01 -0.094
C 1.2943 -2.7242 1.5904 0.01 0.02 0.02 -0.111
C 2.2147 -1.7392 1.2451 0.05 -0.08 0.08 -0.121
H 3.2133 0.0567 1.8675 -0.04 0.05 -0.02 0.118
H 2.0665 0.1453 4.0564 -0.02 -0.01 -0.02 0.120
H 0.4404 -1.6105 4.6734 0.01 0.02 -0.02 0.115
H -0.0489 -3.4519 3.1025 0.00 0.01 0.00 0.106
H 1.1047 -3.5519 0.9163 -0.01 0.01 -0.02 0.097
H 2.7552 -1.7955 0.3109 -0.08 0.05 -0.09 0.099
N -2.0879 -1.4808 0.9411 -0.08 -0.17 -0.43 0.010
C -1.9630 -1.8259 -0.4810 -0.09 0.16 -0.01 -0.295
C -3.1437 -2.6032 -1.1162 0.04 -0.13 -0.02 -0.123
C -2.7898 -3.9260 -1.8090 0.05 0.13 -0.03 -0.166
C -2.1084 -3.7549 -3.1700 0.04 0.04 0.10 -0.150
N -0.8207 -3.0605 -3.1254 -0.05 -0.33 0.16 0.097
C 0.3331 -3.6274 -2.8411 -0.02 -0.05 -0.01 -0.437
N 0.4588 -4.9680 -2.7856 0.04 0.06 -0.05 0.205
N 1.4036 -2.8713 -2.5896 0.01 0.06 0.09 0.231
C -1.7408 -0.5079 -1.2706 -0.54 0.28 -0.59 -0.639
O -1.4844 -0.5953 -2.4930 -0.16 0.18 0.29 -0.004
O -1.8455 0.5731 -0.6141 -1.01 -0.33 -1.49 -0.146
H -2.2082 -2.2987 1.5219 0.08 -0.11 0.03 0.097
H -2.8909 -0.8776 1.0820 0.00 0.07 0.06 0.105
H -1.0509 -2.4272 -0.5728 0.03 0.00 -0.04 0.131
H -3.6570 -1.9676 -1.8415 -0.05 0.03 0.06 0.125
H -3.8578 -2.8109 -0.3197 -0.03 -0.04 0.03 0.118
H -3.7221 -4.4634 -1.9996 0.05 -0.06 0.03 0.120
H -2.1849 -4.5589 -1.1507 0.01 0.04 -0.01 0.115
H -2.7547 -3.1526 -3.8060 0.03 0.03 -0.08 0.133
H -1.9964 -4.7158 -3.6722 -0.03 -0.03 -0.04 0.112
H -0.9148 -2.0359 -2.9774 -0.09 0.20 -0.01 0.093
H -0.2794 -5.5525 -3.1343 0.02 0.00 -0.01 0.107
H 1.3716 -5.3834 -2.7208 -0.01 0.00 0.02 0.123
H 1.3293 -1.8724 -2.4214 0.00 0.01 -0.06 0.090
H 2.3032 -3.2935 -2.4444 0.00 0.03 0.02 0.126
Br -1.4056 3.1809 7.5025 0.00 0.00 -0.01 0.750
C -0.6135 3.5417 5.8214 -0.03 0.00 0.06 -0.677
C -0.0258 4.7768 5.5990 0.03 0.06 -0.04 -0.117
C 0.5652 5.0347 4.3689 0.02 0.01 0.00 -0.062
C 0.5695 4.0645 3.3787 0.07 0.00 -0.01 -0.018
C -0.0360 2.8370 3.6138 -0.02 -0.09 -0.05 -0.133
C -0.6352 2.5698 4.8394 -0.02 -0.04 -0.05 -0.063
C -0.0581 1.7850 2.5487 0.10 0.34 0.43 -0.610
O -0.8621 0.8135 2.6501 -0.07 0.90 1.21 -0.141
O 0.7450 1.8881 1.5596 0.14 1.25 0.82 -0.174
H -0.0312 5.5280 6.3777 0.01 -0.03 -0.02 0.104
H 1.0300 5.9969 4.1913 -0.03 -0.04 0.01 0.109
H 1.0407 4.2419 2.4206 -0.02 0.00 0.04 0.113
H -1.1071 1.6110 5.0051 -0.01 0.03 0.00 0.113
O 2.0748 0.4642 -2.9665 -0.25 -0.20 0.20 0.020
C 1.2442 0.7058 -2.0651 0.50 -0.41 -0.21 -0.575
O 1.0227 -0.0284 -1.0576 0.65 0.61 -1.38 -0.164
C 0.4422 2.0148 -2.2733 0.14 -0.07 0.25 -0.145
N 0.7316 2.4135 -3.6999 -0.21 -0.12 0.07 0.084
C 1.1223 3.8517 -3.7356 0.13 0.05 0.17 -0.103
C 1.7983 4.0416 -2.3867 -0.07 -0.09 0.07 -0.136
C 0.9252 3.2119 -1.4298 0.07 0.03 -0.21 -0.095
H -0.6096 1.7987 -2.1493 -0.22 -0.02 0.03 0.129
H -0.0326 2.1813 -4.3257 -0.14 0.04 0.00 0.184
H 1.5159 1.7372 -3.8936 0.24 0.06 -0.11 0.139
H 0.2175 4.4512 -3.8054 -0.08 -0.02 -0.04 0.135
H 1.7520 4.0488 -4.5981 0.02 -0.05 -0.04 0.132
H 1.8372 5.0917 -2.1061 0.04 -0.01 0.00 0.123
H 2.8191 3.6557 -2.4174 -0.03 0.00 0.00 0.126
H 0.0687 3.7941 -1.0915 -0.02 -0.01 0.00 0.129
H 1.4686 2.8885 -0.5494 0.01 -0.06 0.14 0.107
```
Forces are in eV/Å.



DFT (ωB97M-V/def2-TZVPD) results for C24H33ClMnNO4P2 as an isolated structure at a distorted geometry.

## Properties
multiplicity	4
energy above the lowest of the compared OMol25 structures with the same formula, charge and spin	0.0	kcal/mol
charge	+1
lowest unoccupied orbital energy (alpha / beta)	-3.860 / -3.517	eV
E_HOMO (alpha / beta)	-10.947 / -10.948	eV
orbital gap (alpha / beta)	0.2605 / 0.2731	hartree

Structure (XYZ):
```
66
Properties=species:S:1:pos:R:3:forces:R:3:lowdin_charge:R:1
C 3.2276 -2.9850 0.0792 -0.16 0.00 0.04 0.000
C 2.4697 -1.8940 -0.3483 0.18 -0.16 0.20 -0.287
N 1.1357 -1.8375 -0.1308 0.01 0.10 0.12 0.037
C 0.5228 -2.8479 0.5199 0.14 -0.38 0.17 -0.294
C 1.2300 -3.9665 0.9585 -0.10 0.16 -0.09 -0.005
C 2.6044 -4.0436 0.7369 -0.16 0.34 -0.14 -0.013
C 3.1401 -0.7414 -1.0465 -0.11 0.10 -0.11 -0.245
P 2.1284 0.7754 -0.8442 1.03 -0.01 -0.20 0.879
Mn -0.0252 -0.0529 -0.6795 -0.17 0.82 1.09 0.486
P -1.7685 -1.5853 -0.4011 -0.71 -0.79 0.40 0.876
C -0.9638 -2.7363 0.7988 0.06 0.23 -0.03 -0.236
C -0.9446 1.4797 -1.6148 0.16 -0.08 -0.03 -0.263
C -0.8455 2.7398 -1.0205 0.03 0.17 -0.11 -0.123
C -1.5951 3.8120 -1.5168 0.23 -0.26 -0.03 -0.056
C -2.3761 3.6433 -2.6639 0.07 -0.05 0.11 -0.070
C -2.4383 2.3954 -3.2873 0.04 -0.22 0.06 -0.076
C -1.7388 1.3028 -2.7518 -0.17 0.22 0.06 -0.144
O 3.2976 -0.9494 -3.8553 -0.57 -0.26 -0.81 -0.085
O 0.9187 0.2480 -4.3544 -0.87 0.09 0.55 -0.097
H 4.3003 -2.9606 -0.1078 -0.28 -0.17 0.09 0.128
H 0.6744 -4.7461 1.4772 0.28 0.10 -0.11 0.126
H 3.1767 -4.9042 1.0772 -0.12 0.19 -0.07 0.124
C 2.7050 1.5121 0.7061 -0.23 0.13 0.24 -0.216
C 2.6620 1.9328 -2.1190 -0.11 0.14 -0.23 -0.203
H -1.4497 -3.7225 0.7467 0.18 0.27 0.08 0.106
H -1.1315 -2.3244 1.8109 0.14 -0.11 -0.34 0.112
H 3.2640 -0.9409 -2.1588 -0.17 0.17 1.14 0.068
H 4.1383 -0.5536 -0.6175 -0.28 -0.14 -0.17 0.113
C -3.3228 -1.0892 0.3871 -0.01 0.26 0.05 -0.208
C -2.3019 -2.6932 -1.7391 0.09 0.13 -0.26 -0.227
H -0.1891 2.8965 -0.1605 -0.37 -0.05 -0.17 0.097
H -1.5548 4.7686 -0.9901 -0.02 -0.27 -0.30 0.116
H -2.9319 4.4909 -3.0688 0.13 -0.30 0.11 0.112
H -3.0388 2.2508 -4.1891 0.15 0.10 0.32 0.111
H -1.8327 0.3089 -3.2023 -0.02 0.42 0.01 0.087
H 0.4397 -0.0642 -3.5380 0.50 0.56 -1.11 -0.020
H 0.5030 1.1033 -4.5708 0.24 -0.49 0.06 0.080
H 2.4400 -0.5402 -4.1451 0.74 -0.27 -0.05 0.014
H 3.3085 -1.8447 -4.2295 0.03 0.41 -0.01 0.074
H 0.1569 -0.4692 -2.2009 -0.06 -0.23 0.93 0.037
H 3.7747 1.7545 0.6405 -0.29 -0.06 -0.03 0.067
H 2.1210 2.4269 0.8790 0.23 -0.20 0.08 0.058
H 2.5147 0.8256 1.5413 0.04 0.20 -0.23 0.053
H 3.7439 2.1005 -2.0356 -0.26 -0.04 -0.04 0.073
H 2.4108 1.5468 -3.1151 0.15 0.13 0.35 0.032
H 2.1254 2.8762 -1.9587 0.15 -0.14 -0.07 0.060
H -3.0034 -3.4434 -1.3472 0.20 0.23 -0.11 0.062
H -2.8014 -2.0899 -2.5088 0.09 -0.24 0.12 0.052
H -1.4331 -3.1921 -2.1859 -0.21 0.11 0.06 0.057
H -3.9750 -1.9599 0.5436 0.20 0.23 -0.09 0.067
H -3.1202 -0.5834 1.3385 -0.05 -0.11 -0.24 0.047
H -3.8055 -0.3555 -0.2713 0.00 -0.19 0.18 0.066
Cl -1.3809 0.9776 7.9174 -0.01 -0.02 0.40 0.701
C -1.2787 1.0275 6.2086 0.04 0.10 -1.09 -0.681
C -2.2510 1.7296 5.4782 0.26 -0.17 -0.12 -0.085
C -2.1680 1.7681 4.0859 0.29 -0.20 0.30 -0.008
C -1.1174 1.1089 3.4331 0.07 -0.11 -0.09 -0.140
C -0.1494 0.4071 4.1651 -0.30 0.23 0.20 -0.027
C -0.2247 0.3708 5.5579 -0.15 0.08 -0.07 -0.096
C -1.0874 1.1151 1.9199 -1.54 0.91 0.25 -0.582
O -2.0201 1.6681 1.3058 1.35 -1.03 0.50 0.012
O -0.0783 0.4902 1.4008 0.05 -0.63 -1.93 -0.152
H -3.0643 2.2368 5.9954 0.24 -0.15 -0.07 0.110
H -2.9114 2.3011 3.4914 0.26 -0.18 0.19 0.123
H 0.6571 -0.1086 3.6379 -0.29 0.20 0.21 0.109
H 0.5279 -0.1661 6.1363 -0.27 0.18 -0.10 0.107
```
Forces are in eV/Å.



DFT (ωB97M-V/def2-TZVPD) results for one molecule with the formula C24H33N5O3 at a distorted geometry.

## Properties
energy above the lowest of the compared OMol25 structures with the same formula, charge and spin	27.6	kcal/mol
charge	0
lowest unoccupied orbital energy	0.674	eV
E_HOMO	-8.105	eV
SMILES string	CCOCCn1c(CN2CCC(Cc3ccccc3)CC2)nc2c1c(=O)n(C)c(=O)n2C
orbital gap	0.3226	hartree

Structure (XYZ):
```
65
Properties=species:S:1:pos:R:3:forces:R:3:lowdin_charge:R:1
C -5.0764 -1.7910 0.0753 0.38 -0.23 -0.18 -0.058
C -3.9910 -2.4835 -0.7314 -0.25 0.05 -0.17 -0.271
O -2.9381 -2.8266 0.1576 -0.03 0.15 0.16 -0.138
C -1.8373 -3.4552 -0.4325 0.25 0.01 -0.15 -0.186
C -0.8338 -2.4685 -1.0703 -0.51 -0.63 -0.12 -0.079
N -0.4151 -1.4826 -0.1090 0.20 0.38 0.31 0.047
C 0.4432 -1.6000 0.9345 -0.25 -0.01 -0.17 -0.248
N 0.4269 -0.5346 1.7196 0.00 0.25 0.50 0.210
C -0.4877 0.2960 1.1812 -0.29 -0.83 -1.07 -0.209
C -1.0335 -0.2593 0.0359 0.28 0.46 0.62 -0.058
C -1.9956 0.4288 -0.7605 0.24 -0.20 0.14 -0.378
O -2.4529 0.0730 -1.8354 -0.04 -0.03 -0.18 0.041
N -2.3885 1.6229 -0.1551 -0.24 0.07 -0.13 0.037
C -1.8783 2.1952 1.0031 0.17 -0.15 0.24 -0.470
O -2.3008 3.2555 1.4126 -0.15 0.36 0.01 0.073
N -0.8821 1.5057 1.6562 -0.09 0.08 0.04 0.020
C -0.2779 2.0484 2.8517 0.05 0.14 0.22 -0.004
H 0.7928 2.1746 2.6928 0.01 0.01 0.03 0.085
H -0.7489 3.0076 3.0560 0.07 -0.11 0.00 0.092
H -0.4344 1.3636 3.6850 0.03 0.04 0.02 0.096
C -3.4209 2.4006 -0.8189 -0.22 0.10 -0.13 -0.003
H -3.7755 1.8204 -1.6675 0.03 0.09 0.09 0.089
H -4.2338 2.5994 -0.1216 0.05 0.03 -0.05 0.099
H -3.0150 3.3531 -1.1595 -0.04 0.01 0.01 0.093
C 1.3254 -2.7830 1.2020 0.15 -0.18 -0.02 -0.099
N 2.7081 -2.7118 0.7800 -0.10 -0.09 -0.01 -0.161
C 2.9560 -2.7167 -0.6447 -0.06 0.02 -0.18 -0.175
C 2.8751 -1.3334 -1.2996 0.27 -0.18 0.15 -0.141
C 3.8697 -0.3969 -0.6152 -0.19 0.19 -0.01 -0.314
C 3.5518 -0.3490 0.8787 0.14 -0.25 -0.11 -0.143
C 3.5603 -1.7643 1.4694 0.05 0.21 0.12 -0.171
H 3.2591 -1.7301 2.5170 0.07 -0.04 0.05 0.120
H 4.5805 -2.1650 1.4157 0.02 0.07 0.09 0.122
H 2.5727 0.1023 1.0369 0.09 0.05 0.01 0.087
H 4.2944 0.2560 1.4024 0.04 0.09 0.06 0.121
C 3.8916 1.0032 -1.2547 0.05 -0.26 0.10 -0.118
C 2.6141 1.7782 -1.0971 0.10 0.05 -0.08 -0.232
C 2.4616 2.6799 -0.0502 0.00 0.00 0.00 -0.045
C 1.3145 3.4438 0.0664 -0.03 0.08 0.05 -0.082
C 0.2931 3.3095 -0.8580 -0.03 0.07 -0.04 -0.095
C 0.4194 2.3942 -1.8888 -0.06 0.03 -0.05 -0.075
C 1.5740 1.6403 -2.0086 0.03 0.00 0.00 -0.040
H 1.6766 0.9530 -2.8365 0.03 -0.08 -0.09 0.115
H -0.3742 2.2768 -2.6126 -0.09 -0.01 -0.07 0.109
H -0.5882 3.9275 -0.7762 -0.12 0.05 0.02 0.101
H 1.2184 4.1580 0.8711 -0.01 0.07 0.09 0.109
H 3.2613 2.8006 0.6671 0.10 0.01 0.06 0.114
H 4.7075 1.5709 -0.8009 0.04 0.02 -0.06 0.119
H 4.1123 0.8884 -2.3190 0.07 0.05 -0.01 0.120
H 4.8740 -0.8234 -0.7399 -0.01 -0.01 -0.02 0.144
H 3.1059 -1.4228 -2.3634 -0.03 0.02 -0.09 0.121
H 1.8674 -0.9284 -1.2005 -0.06 0.03 -0.07 0.097
H 2.2622 -3.4149 -1.1202 0.05 -0.05 0.00 0.109
H 3.9702 -3.1099 -0.7877 -0.03 -0.02 -0.11 0.124
H 0.8929 -3.6723 0.7351 -0.03 0.01 0.09 0.115
H 1.3329 -2.9315 2.2859 -0.14 -0.03 -0.11 0.132
H -1.3100 -1.9305 -1.8930 0.15 -0.09 0.06 0.124
H 0.0280 -3.0218 -1.4487 -0.03 0.06 -0.01 0.119
H -2.1552 -4.1763 -1.1997 0.05 0.00 0.06 0.129
H -1.3457 -3.9976 0.3817 0.02 -0.02 -0.15 0.121
H -3.6317 -1.8146 -1.5221 -0.02 -0.13 0.08 0.097
H -4.3824 -3.4000 -1.2001 0.05 0.06 0.06 0.122
H -4.6811 -0.8793 0.5152 0.01 0.14 0.05 0.069
H -5.9130 -1.5406 -0.5704 -0.11 0.05 -0.04 0.077
H -5.4195 -2.4410 0.8756 -0.08 -0.04 0.08 0.076
```
Forces are in eV/Å.